[1]
Density functional theory data (wB97M-V/def2-TZVPD) for 7 unconnected molecules or ions with the total composition C38H57ClF4I2N3O15S in a non-equilibrium geometry.

Its HOMO energy is -0.4147 hartree. The orbital gap is 5.5 eV. The total charge is +1.

XYZ file:
```
121
C38H57ClF4I2N3O15S | the Open Molecules 2025 dataset | wB97M-V/def2-TZVPD
H -0.9740 0.4263 -0.4643
O 6.3280 -8.9556 1.6398
C 6.7573 -9.5558 0.6874
H -0.0247 -8.0899 -3.1139
C -1.5444 3.7096 5.8634
C -2.5855 0.7036 -1.9745
H -0.6673 3.4271 -4.6438
H 0.7635 1.7878 0.2874
O -4.1907 7.6177 4.5927
H 8.2782 -8.5410 -0.4014
H -3.0639 10.1416 3.0045
O 0.5913 -6.4206 -5.4545
H 1.9268 -8.8685 -5.3102
N -1.8101 0.5994 -3.2554
H -1.8167 4.2626 -2.2152
H -4.2671 4.7365 7.4222
H -3.7479 5.3445 5.1157
H 0.3301 5.7930 5.8736
Cl -4.6428 3.8957 -2.0468
H 2.1060 -7.0478 2.2821
H -4.5337 3.7653 4.8938
O -0.3938 3.3887 5.7092
C 2.7726 6.4788 4.6575
H -4.6346 6.5890 2.8612
C -0.9207 2.5995 -1.0135
C -3.2495 9.0678 2.9962
H -2.5265 8.5558 2.3565
H -3.0158 -0.3151 -1.6488
H 4.3131 -7.9054 1.6883
H -0.8681 -7.8064 -5.9024
H -3.2408 -2.2982 -2.6926
C 0.2225 -7.7220 -5.9281
N -0.2062 2.4591 -2.3283
F -1.2840 3.5843 -7.9460
C -3.1692 8.4936 4.3844
H 0.5621 -7.8479 -6.9575
H 0.0471 7.5044 6.2146
C -0.6122 -3.1339 -3.3029
C -4.6764 8.7499 2.6023
O 2.4320 -9.8060 -1.1899
C -2.1679 4.1565 7.1571
C 1.1111 5.1689 1.0144
O -1.5005 0.9681 -6.6858
I 3.2376 3.1104 -0.0534
H 8.5823 -11.4518 -0.3896
H 1.4687 4.8924 2.0644
H 0.0823 5.6649 1.0138
H 7.0800 -12.2033 -0.9715
H 1.8533 5.9742 0.6430
F -3.5995 3.4907 -7.5723
H -5.3378 9.5542 2.9389
C 0.8961 -8.6930 -4.9869
O -3.5963 1.6686 -5.5113
H 0.3922 -9.6591 -4.9319
O -2.3125 8.7323 5.1956
H 0.9616 4.3958 -1.0710
C -4.9591 7.4913 3.3892
C -1.0893 1.8668 -3.3708
H -3.4834 1.3788 -2.1819
F 0.9490 1.7391 -2.2222
C 0.6209 7.0462 4.1575
C -1.3828 -1.8792 -3.9986
O 1.8546 6.5224 3.6511
O -3.7769 3.4855 0.4209
H 2.4420 7.9618 6.1483
H 1.8505 -6.4502 0.6380
H 4.2201 -6.4491 0.6753
O 3.9218 6.1593 4.5047
H 0.5635 8.1101 3.9081
C -0.8398 -0.5593 -3.2569
H -4.8179 8.6263 1.5274
H -1.0003 -3.1505 -2.2168
H -3.2652 -3.0215 -4.4067
C -2.9801 -2.0996 -3.7900
O 6.8778 -10.9086 0.6337
H -1.8725 5.1897 7.3565
C 2.2866 -7.2633 1.2277
O 1.2271 -5.5479 -3.4622
H -6.0172 7.3942 3.6379
H 0.6887 -8.4805 0.4122
C -1.8228 3.9329 -1.1062
H -0.2177 6.5271 3.6875
H 1.7722 -9.3498 1.5496
C -3.6474 4.0408 6.8544
C -3.6942 4.2810 5.3639
H 2.4438 6.2795 6.7750
O -2.4599 3.7563 4.8576
H 6.3173 -10.2150 -2.0115
N -1.1960 2.5325 -4.5290
C 3.7520 -7.4108 0.8922
C -3.3625 3.7253 -0.7247
C -1.7397 1.2535 -0.7248
C 2.1483 6.9281 5.9508
C 0.9487 -6.5025 -4.1444
C 7.2942 -10.1169 -1.5277
C 7.5207 -11.2804 -0.5910
H 6.6089 -8.1485 -0.9339
H -2.4451 1.3078 0.1755
H 0.1030 -0.2125 -3.8112
C 0.8976 -7.9316 -3.6783
H -0.5206 -0.8404 -2.1900
C 0.1373 2.7536 0.2213
S -2.1916 2.0267 -5.8600
H -3.9896 3.0253 7.0775
H -1.8733 3.5058 7.9800
C 0.6691 6.8089 5.6485
H 0.4891 -2.8180 -3.2268
C 7.2752 -8.9356 -0.5813
H -1.1398 -1.7765 -5.1067
H -1.3429 4.8131 -0.5359
H -0.7702 -4.1138 -3.8544
C -2.3101 3.5340 -7.0054
O 3.7899 -8.2403 -0.2766
C 2.6417 -8.9629 -0.3541
C 1.7129 -8.5877 0.7691
H 8.0508 -10.0405 -2.3104
H -3.5819 -1.2170 -4.2296
C 1.2095 3.9573 -0.0405
H 1.7682 -8.1786 -3.0714
I -0.8577 2.9228 2.1685
F -2.3199 4.6678 -6.1243
```


[2]
Density functional theory data (wB97M-V/def2-TZVPD) for a molecular structure, C38H57N2PPtSi.

Its HOMO energy is -0.2977 hartree. The orbital gap is 8.5 eV. The energy above the lowest of the compared OMol25 structures with the same formula, charge and spin comes out at 0.0 kcal per mole. The total charge is 0.

XYZ file:
```
100
C38H57N2PPtSi | the Open Molecules 2025 dataset | wB97M-V/def2-TZVPD
H 2.6263 3.6177 -1.1100
H 3.7373 1.1489 -0.1892
H -0.6997 -3.6658 -0.0309
H 1.5274 1.6872 -1.8711
H 0.5868 0.5430 2.1133
C 0.5083 -4.9699 5.8618
H 4.1811 1.6032 2.2753
H 2.4244 2.3159 3.7390
H -3.1412 0.9229 1.3597
Si 0.9165 -2.8327 2.3179
H 2.1702 -1.6537 4.0562
H 0.2658 -4.7355 6.8908
C -3.2406 1.8487 0.7922
C 0.6349 -4.4070 -1.5168
H 1.8549 5.9497 -1.7112
C 1.9605 3.8002 -1.9599
H 0.5612 -0.9710 -1.7862
C 0.8019 -6.2774 5.4957
C -3.4963 2.6739 -1.5987
C 1.1016 -6.5699 4.1744
C -1.5455 0.9213 -3.8069
C 2.1101 1.9999 2.7431
H -2.5413 2.5617 1.2381
H 0.9683 5.4582 0.4095
H 2.1911 -5.0704 -2.8390
H 2.6025 3.8923 -2.8374
H -1.0096 -1.9663 -5.6551
H -2.1520 -1.6452 -4.3689
P -1.1080 1.1683 -0.9455
H -3.3735 0.6196 -0.9341
H -1.0029 3.3443 -1.9022
C -4.6520 2.4171 0.8965
H 3.3017 -2.2354 2.8711
H 0.9480 0.0720 -3.1462
C 0.1789 -0.5861 -2.7356
C 0.8292 -4.2367 3.5679
H -1.7687 0.3596 -5.8857
H 0.4985 5.2479 -2.5618
H 1.3459 2.7055 2.4107
H -2.7230 4.3057 -0.4293
H -4.5358 4.5775 1.0517
H -0.1670 -4.6250 -2.2114
C -0.2806 2.7695 -1.3134
H 4.0021 -4.5720 -1.2296
H 0.8865 3.0837 0.4486
H 1.3459 -5.8040 2.1923
H 3.3558 -1.0327 0.6611
C 0.0390 3.5659 -0.0447
H 2.0602 1.5686 0.0990
C -0.6089 -1.7751 2.3177
H 1.6206 -0.5843 0.5927
H -3.9959 4.7765 -1.5325
H -1.8808 -0.5430 -2.2851
H -0.6646 -1.2269 3.2687
C -1.1580 -1.3841 -4.7442
H -2.6313 1.0372 -3.8102
C 1.1141 -5.5579 3.2226
H -5.3373 1.7439 0.3728
C 1.5125 0.5879 2.8308
H -0.1041 0.3905 -5.3431
N 2.4773 -0.3760 2.4408
C 2.9708 -4.3731 -0.9652
H 0.7484 2.5047 -3.2015
H -1.1230 1.9285 -3.8680
H -0.4129 -2.6235 -3.1298
H -5.7175 4.0118 -0.1091
C 2.6649 -3.8331 0.2765
C -0.0902 -1.7504 -3.7003
C 2.9498 1.1406 0.5651
C 1.3444 -3.5632 0.6456
C -2.9005 1.5754 -0.6855
H 3.5337 3.0249 1.4665
H 1.3260 -7.5882 3.8824
H 1.1149 0.3648 3.8201
H 3.4753 -3.6270 0.9678
C 1.0078 2.6083 -2.1463
H -2.8902 2.8301 -2.4903
H -0.7819 3.5461 0.6730
N -2.6287 -2.1146 -0.5071
H -0.5264 5.6001 -0.4932
C 2.6243 -0.3012 1.0043
H 0.7939 -7.0644 6.2391
C 2.3345 -1.7332 2.9771
C 1.1830 5.0904 -1.7227
C -1.1194 0.1112 -5.0442
C 0.3918 5.0137 -0.4054
C -1.1195 0.2036 -2.5138
C -4.7145 3.8242 0.2807
C 0.5243 -3.9663 4.9058
H -1.5240 -2.3630 2.2357
C -3.6841 3.9873 -0.8455
Pt -0.5699 -0.3089 0.8603
C -1.8770 -1.4215 0.0335
H 0.2820 -2.9522 5.2098
C 1.9543 -4.6565 -1.8667
C 3.2993 2.0042 1.7756
C 0.3366 -3.8676 -0.2726
H -4.9793 2.4421 1.9370
H 0.8419 -2.0232 -4.2018
H -4.4719 2.3373 -1.9627
```